(1)
{
  "formula": "C31H63FN3O13S4",
  "method": "ωB97M-V with the def2-TZVPD basis set",
  "elements": ["C", "C", "O", "N", "H", "H", "C", "H", "H", "H", "H", "H", "H", "C", "C", "O", "N", "H", "H", "C", "H", "H", "H", "H", "H", "H", "C", "C", "O", "N", "H", "H", "C", "H", "H", "H", "H", "H", "H", "O", "H", "O", "H", "F", "C", "C", "C", "C", "C", "C", "H", "H", "H", "H", "H", "C", "C", "C", "S", "O", "O", "C", "H", "H", "H", "H", "H", "H", "H", "H", "C", "C", "C", "S", "O", "O", "C", "H", "H", "H", "H", "H", "H", "H", "H", "C", "C", "C", "S", "O", "O", "C", "H", "H", "H", "H", "H", "H", "H", "H", "C", "C", "C", "S", "O", "O", "C", "H", "H", "H", "H", "H", "H", "H", "H"],
  "xyz": [[0.458, 1.008, 0.169], [-0.963, 0.436, 0.494], [-1.800, 1.088, 1.010], [-1.013, -1.071, 0.317], [-0.294, -1.405, -0.282], [-0.756, -1.624, 1.202], [-2.329, -1.524, 0.065], [0.350, 2.089, 0.097], [0.666, 0.565, -0.813], [1.245, 0.689, 0.962], [-2.462, -2.534, 0.218], [-2.633, -1.315, -0.920], [-3.019, -1.083, 0.800], [3.341, -1.506, 3.495], [2.219, -1.271, 4.589], [2.335, -1.715, 5.771], [1.043, -0.621, 4.052], [1.149, 0.216, 3.450], [0.536, -1.342, 3.537], [-0.051, -0.186, 4.862], [2.961, -2.504, 3.236], [4.446, -1.703, 3.920], [3.327, -0.817, 2.707], [-0.317, -0.779, 5.748], [-1.015, -0.050, 4.483], [-0.029, 0.974, 5.115], [-0.469, -5.560, 0.868], [0.637, -5.067, 0.048], [1.101, -5.778, -0.885], [1.297, -3.740, 0.372], [1.138, -3.172, -0.667], [0.806, -3.174, 1.198], [2.796, -3.669, 0.318], [-1.490, -5.354, 0.605], [-0.365, -4.910, 1.864], [-0.395, -6.665, 0.841], [3.022, -3.707, -0.775], [3.575, -4.596, 0.616], [3.070, -2.642, 0.210], [0.247, -2.468, 2.221], [-0.298, -2.821, 2.978], [0.601, -2.173, -1.442], [0.315, -2.110, -2.289], [0.587, 0.849, -8.442], [0.909, 0.576, -7.185], [0.659, 1.612, -6.305], [0.982, 1.469, -4.899], [1.348, 0.199, -4.380], [1.328, -0.859, -5.362], [1.197, -0.701, -6.744], [0.379, 2.606, -6.681], [1.051, 2.222, -4.313], [1.498, 0.172, -3.466], [1.540, -1.809, -4.922], [1.322, -1.567, -7.503], [-4.720, -2.397, 5.074], [-3.767, -2.339, 3.891], [-3.010, -3.504, 4.004], [-2.732, -3.770, 5.781], [-1.605, -2.963, 6.209], [-2.735, -5.210, 5.994], [-4.218, -2.954, 6.391], [-5.619, -2.890, 4.744], [-5.087, -1.556, 5.447], [-3.217, -1.510, 4.105], [-4.215, -1.982, 3.060], [-2.108, -3.674, 3.353], [-3.667, -4.477, 3.517], [-4.027, -2.317, 7.280], [-4.826, -3.787, 6.893], [0.352, 5.126, 0.422], [0.526, 5.946, 1.757], [-0.608, 6.012, 2.636], [-1.933, 6.015, 1.428], [-1.990, 7.238, 0.600], [-3.150, 5.490, 1.926], [-1.176, 4.841, 0.362], [0.971, 4.357, 0.231], [0.192, 5.886, -0.434], [0.923, 7.024, 1.705], [1.275, 5.277, 2.302], [-0.761, 6.800, 3.282], [-0.791, 5.279, 3.395], [-1.673, 4.888, -0.593], [-1.324, 3.833, 0.802], [4.708, -0.742, -1.945], [5.191, -0.157, -3.279], [5.072, 1.240, -3.157], [4.496, 1.767, -1.527], [3.120, 1.961, -1.518], [5.278, 2.896, -1.093], [4.854, 0.249, -0.806], [5.207, -1.670, -2.044], [3.782, -1.051, -2.141], [4.517, -0.478, -3.924], [6.096, -0.203, -3.913], [4.257, 1.580, -3.974], [5.951, 1.896, -3.381], [4.302, 0.068, 0.107], [5.889, 0.156, -0.738], [-2.981, 1.293, -2.824], [-3.711, 1.353, -4.136], [-2.852, 2.109, -5.131], [-2.527, 3.516, -4.067], [-3.870, 4.228, -4.091], [-1.373, 4.068, -4.658], [-2.399, 2.748, -2.560], [-2.067, 0.417, -2.813], [-3.651, 1.039, -1.933], [-4.804, 1.647, -4.189], [-3.869, 0.413, -4.670], [-3.358, 2.275, -6.070], [-1.927, 1.499, -5.249], [-3.009, 3.125, -1.734], [-1.388, 2.894, -2.268]],
  "mulliken_charge": [0.651, 0.420, -0.570, 1.766, -0.153, 0.103, -0.919, -0.066, -0.376, -0.125, 0.240, 0.298, 0.410, -0.409, 0.445, -0.458, 0.846, 0.398, -0.329, -0.884, 0.128, 0.358, 0.051, 0.450, 0.303, 0.303, -0.824, 0.704, -0.597, 0.531, 0.179, 0.125, -1.293, 0.259, 0.033, 0.372, 0.517, 0.255, 0.510, -1.633, 0.009, -1.014, 0.020, -0.299, 0.488, -0.627, -1.030, -1.352, -0.546, -0.652, 0.442, 1.169, 1.613, 0.430, 0.327, -1.299, -0.600, 0.245, 1.164, -0.600, -0.684, -0.605, 0.393, 0.575, 0.117, 0.730, -0.425, 0.282, 0.417, 0.323, -0.954, -0.570, -0.844, 1.136, -0.665, -0.671, -0.151, 0.827, 0.214, 0.283, 0.203, 0.584, 0.319, 0.386, -0.123, -0.337, -1.103, -0.485, 0.973, -0.436, -0.780, -0.190, 0.552, 0.257, 0.361, 0.226, 0.164, 0.490, -0.110, 0.427, 0.233, -1.127, -0.332, 1.066, -0.710, -0.617, -0.364, -0.267, 0.266, 0.322, 0.422, 0.515, -0.035, 0.316, 0.300],
  "total_charge": 1,
  "de_lowest_kcal_mol": 22.7,
  "e_homo_ev": -11.180
}

---

(2)
{
  "formula": "C31H64AsN3O2OsP2Si3",
  "method": "ωB97M-V with the def2-TZVPD basis set",
  "elements": ["Os", "C", "P", "C", "N", "C", "C", "C", "C", "C", "C", "N", "C", "P", "C", "C", "C", "C", "C", "C", "C", "C", "C", "H", "H", "H", "H", "H", "H", "H", "H", "H", "H", "H", "H", "H", "H", "H", "H", "H", "H", "H", "H", "H", "H", "H", "H", "H", "H", "H", "H", "O", "N", "O", "C", "Si", "C", "C", "As", "Si", "C", "C", "C", "Si", "C", "C", "C", "H", "H", "H", "H", "H", "H", "H", "H", "H", "H", "H", "H", "H", "H", "H", "H", "H", "H", "H", "H", "H", "H", "H", "H", "H", "H", "H", "C", "C", "C", "C", "H", "H", "H", "H", "H", "H", "H", "H", "H"],
  "xyz": [[-0.430, -0.127, 0.106], [-0.210, 3.297, 0.449], [0.206, 2.186, -0.934], [2.045, 1.958, -0.768], [2.716, 3.046, -0.516], [4.052, 2.959, -0.304], [4.792, 4.120, 0.018], [6.120, 4.003, 0.296], [6.768, 2.739, 0.250], [6.078, 1.609, -0.069], [4.695, 1.702, -0.344], [3.976, 0.577, -0.580], [2.694, 0.679, -0.791], [1.790, -0.942, -0.913], [2.723, -1.999, 0.217], [2.204, -1.567, -2.620], [1.461, -2.893, -2.829], [3.712, -1.794, -2.753], [1.762, -0.531, -3.649], [0.015, 3.331, -2.442], [0.484, 4.738, -2.053], [0.836, 2.821, -3.619], [-1.464, 3.380, -2.832], [0.620, 3.980, 0.626], [-0.411, 2.727, 1.352], [-1.109, 3.858, 0.190], [4.285, 5.075, 0.044], [6.694, 4.880, 0.563], [7.824, 2.680, 0.475], [6.556, 0.639, -0.107], [3.784, -1.859, 0.020], [2.439, -3.041, 0.063], [2.506, -1.716, 1.245], [1.794, -3.660, -2.127], [1.668, -3.261, -3.835], [0.382, -2.781, -2.731], [4.050, -2.659, -2.182], [4.299, -0.928, -2.457], [3.920, -1.995, -3.807], [0.729, -0.216, -3.509], [1.843, -0.961, -4.649], [2.402, 0.351, -3.612], [1.488, 4.747, -1.634], [-0.196, 5.226, -1.356], [0.493, 5.331, -2.970], [1.904, 2.792, -3.396], [0.693, 3.508, -4.455], [0.509, 1.838, -3.947], [-2.120, 3.566, -1.977], [-1.775, 2.462, -3.319], [-1.614, 4.197, -3.540], [2.799, 0.998, 2.310], [1.730, 1.429, 2.082], [0.885, 0.483, 1.526], [-3.319, 2.080, 2.191], [-2.343, 1.127, 3.460], [-3.426, 0.587, 4.855], [-0.880, 2.020, 4.145], [-1.606, -0.815, 2.206], [-3.580, -2.224, 1.876], [-4.463, -2.566, 3.464], [-2.913, -3.801, 1.136], [-4.772, -1.360, 0.741], [-0.096, -2.022, 3.695], [0.238, -3.628, 2.827], [1.461, -1.121, 4.092], [-1.028, -2.232, 5.283], [-3.376, 3.141, 2.450], [-4.341, 1.698, 2.151], [-2.893, 1.999, 1.188], [-3.804, 1.491, 5.344], [-2.883, 0.010, 5.604], [-4.286, 0.003, 4.531], [-1.219, 2.975, 4.558], [-0.086, 2.224, 3.429], [-0.448, 1.443, 4.966], [-3.823, -2.757, 4.321], [-5.060, -3.468, 3.297], [-5.152, -1.762, 3.723], [-2.904, -4.598, 1.882], [-1.898, -3.703, 0.747], [-3.557, -4.127, 0.315], [-4.790, -0.277, 0.882], [-5.773, -1.738, 0.965], [-4.574, -1.563, -0.310], [0.391, -3.489, 1.754], [-0.585, -4.332, 2.962], [1.141, -4.089, 3.238], [2.165, -1.053, 3.265], [1.943, -1.682, 4.899], [1.273, -0.110, 4.457], [-2.090, -2.427, 5.160], [-0.914, -1.347, 5.912], [-0.598, -3.080, 5.824], [-2.242, -2.615, -2.789], [-1.877, -1.168, -2.464], [-2.767, -0.206, -3.240], [-2.004, -0.919, -0.945], [-2.114, -2.813, -3.854], [-3.288, -2.807, -2.537], [-1.625, -3.327, -2.236], [-0.847, -1.010, -2.781], [-3.820, -0.449, -3.074], [-2.576, -0.272, -4.312], [-2.613, 0.821, -2.921], [-2.231, -1.867, -0.451], [-2.848, -0.251, -0.737]],
  "mulliken_charge": [1.493, -1.196, 0.856, -0.710, 0.342, 0.402, -0.734, -0.641, -0.631, -0.777, 0.418, 0.128, -0.335, 0.736, -1.186, 1.876, -1.803, -1.778, -1.556, 1.500, -1.786, -1.729, -1.668, 0.431, -0.326, 0.577, 0.500, 0.436, 0.436, 0.496, 0.523, 0.419, -0.075, 0.402, 0.536, 0.213, 0.382, 0.312, 0.530, -0.178, 0.689, 0.386, 0.236, 0.373, 0.594, 0.239, 0.625, 0.292, 0.304, 0.341, 0.521, -0.271, 0.365, -0.340, -0.931, 0.410, -1.038, -0.920, 0.089, 0.844, -1.306, -1.100, -1.033, 0.744, -1.035, -0.918, -0.988, 0.462, 0.369, 0.077, 0.416, 0.263, 0.230, 0.514, 0.189, 0.273, 0.254, 0.414, 0.394, 0.353, 0.131, 0.465, 0.252, 0.493, 0.273, 0.098, 0.343, 0.467, 0.199, 0.524, 0.222, 0.079, 0.301, 0.413, -2.094, 3.368, -1.827, -1.212, 0.413, 0.430, 0.441, -1.952, 0.405, 0.454, 0.311, -0.023, 0.810],
  "total_charge": 2,
  "de_lowest_kcal_mol": 3.8,
  "spin_multiplicity": 5,
  "e_homo_ev": [-13.512, -13.956],
  "s2": 6.022
}